76
Properties=species:S:1:pos:R:3 method="wB97M-V/def2-TZVPD" multiplicity=2 energy_ha=-3915.2514 orbital_gap_ha="0.31464 / 0.33175" charge=0 s_squared=0.754 e_homo_ev="-8.132 / -8.603" largest_force_ev_per_a=0.904
C 7.37007 2.78182 1.58067
P 7.40285 0.94814 1.38200
C 8.12380 0.89298 -0.32645
C 5.56633 0.57052 1.12177
P 5.40623 -1.26894 0.66221
O 6.94092 -1.70593 0.23958
Cl 5.40668 -2.22302 2.48783
C 4.94302 1.32224 -0.09836
C 3.70466 2.26390 0.06452
C 2.57840 1.83998 -0.89899
C 4.10624 3.70193 -0.29182
N 3.17886 2.31867 1.45391
O 2.05084 2.90196 1.54909
C 3.38570 1.16854 2.36362
C 2.87932 1.57580 3.75095
C 2.61833 -0.05897 1.88252
C 4.89302 0.94132 2.45659
H 7.02515 3.03342 2.58194
H 6.77608 3.30018 0.82735
H 8.41043 3.10296 1.49038
H 8.64352 1.82872 -0.53502
H 8.85060 0.08068 -0.35234
H 7.38724 0.71995 -1.11358
H 6.97998 -1.75988 -0.71930
H 4.65626 0.57188 -0.84601
H 5.72391 1.91460 -0.57836
H 1.93442 2.69460 -1.11059
H 1.94325 1.06541 -0.47179
H 3.01063 1.49881 -1.84076
H 4.46227 3.74502 -1.32326
H 4.87226 4.07490 0.38768
H 3.23556 4.35192 -0.19414
H 3.25877 2.56437 4.01362
H 1.79256 1.58056 3.79216
H 3.26068 0.86038 4.48287
H 2.81135 -0.89166 2.56293
H 2.88735 -0.38337 0.87482
H 1.54390 0.13638 1.90712
H 5.31544 1.88314 2.81789
H 5.10922 0.19886 3.22000
C -1.95324 -2.25589 -1.63863
C -3.20441 -2.91716 -1.04286
C -3.88998 -2.21977 0.13736
F -3.05617 -2.16889 1.19573
F -4.97207 -2.94632 0.48730
F -2.95733 -4.20259 -0.72888
F -4.13157 -2.90446 -2.05714
O -0.70275 -2.77636 -1.23138
C -0.01544 -2.27385 -0.16490
C 0.25084 -3.36401 0.88195
F -0.91692 -3.85922 1.33336
F 0.91569 -2.82310 1.92525
F -0.61792 -1.20578 0.38039
F 1.19418 -1.86074 -0.61615
H -2.00444 -2.48443 -2.70196
H -1.99817 -1.17134 -1.53486
H -4.20506 -1.20912 -0.13129
H 0.84449 -4.16815 0.44373
C -9.99360 -0.44374 -2.71969
C -10.34075 -0.77040 -1.26049
C -10.06466 0.30589 -0.20437
F -8.74550 0.56913 -0.12424
F -10.47855 -0.15094 0.99632
F -9.77086 -1.93164 -0.89068
F -11.69784 -0.93732 -1.23638
O -8.77184 -0.96083 -3.21091
C -7.60514 -0.25803 -3.15233
C -6.53327 -1.02339 -2.36518
F -6.93313 -1.21921 -1.09777
F -5.40373 -0.27019 -2.33765
F -7.77389 0.98331 -2.66957
F -7.13237 -0.13494 -4.41573
H -10.75673 -0.95753 -3.30218
H -10.09356 0.62357 -2.91825
H -10.60610 1.22565 -0.44007
H -6.32432 -1.98096 -2.84110